Molecular formula: C8H13ClMnO4
Method: DFT, ωB97M-V with the def2-TZVPD basis set

ORCA input file:
```
! wB97M-V def2-TZVPD RIJCOSX def2/J DEFGRID3
* xyz 0 6
C -1.460 -0.805 -0.064
Mn 0.189 0.230 0.990
H -2.743 -0.338 -1.462
H -0.908 -2.785 -0.792
C 0.899 1.292 -0.297
H 0.574 -1.245 -2.159
H -2.036 1.966 -2.077
H -1.090 -0.264 -2.070
O 2.012 0.268 2.038
O 2.157 -1.616 3.551
C -1.614 1.559 -1.139
C -1.702 0.034 -1.199
C 1.348 -0.131 -0.409
H -2.239 1.959 -0.313
H -2.302 -1.052 0.594
C -0.460 -1.919 -0.287
H -0.205 3.064 -0.577
C 0.774 -1.359 -1.076
H 1.735 1.947 -0.006
O 0.031 -0.649 2.889
C -0.138 2.079 -1.080
Cl 1.483 -0.379 3.278
H 0.253 2.271 -2.102
H 2.431 -0.228 -0.273
H 1.577 -2.122 -1.022
H -0.120 -2.309 0.689
O 1.556 0.533 4.377
*
```

Summary:
HOMO (spin up / spin down) ... -7.25 / -8.42 eV
Expectation value of S² ... 8.88
Energy above the lowest of the compared OMol25 structures with the same formula, charge and spin ... 165.8 kJ/mol
Frontier orbital gap (spin up / spin down) ... 7.47 / 6.45 eV



Molecular formula: C8H13ClO4Pd
Method: DFT, ωB97M-V with the def2-TZVPD basis set

ORCA input file:
```
! wB97M-V def2-TZVPD RIJCOSX def2/J DEFGRID3
* xyz 0 3
C 0.687 1.741 1.311
C -0.871 1.578 1.371
H -1.168 1.758 2.424
C -1.647 0.611 -1.500
H 0.967 2.783 1.158
H -1.815 -0.378 1.836
C -1.388 0.210 1.017
O 0.222 -3.073 0.916
H -1.711 -0.054 -2.386
H -1.362 2.306 0.700
H -0.179 1.756 -2.584
H -2.550 1.268 -1.546
H 2.347 0.559 0.540
C -1.702 -0.263 -0.277
C 1.321 0.825 0.317
H 0.861 -0.472 -1.294
O 2.257 -2.835 -0.424
O 2.289 -4.161 1.551
H -0.465 2.329 -0.974
H 1.693 0.769 -1.859
C -0.333 1.416 -1.551
Cl 1.506 -3.780 0.397
Pd 0.295 -0.991 0.374
H -2.390 -1.123 -0.335
O 1.069 -4.891 -0.385
H 1.130 1.467 2.285
C 0.935 0.644 -1.080
*
```

Summary:
HOMO (spin up / spin down) ... -7.52 / -10.14 eV
Expectation value of S² ... 2.01
Energy above the lowest of the compared OMol25 structures with the same formula, charge and spin ... 0.0 kJ/mol
Frontier orbital gap (spin up / spin down) ... 7.80 / 8.32 eV



Molecular formula: C8H13ClO7S
Method: DFT, ωB97M-V with the def2-TZVPD basis set

ORCA input file:
```
! wB97M-V def2-TZVPD RIJCOSX def2/J DEFGRID3
* xyz 0 1
C -0.101 -0.551 -2.480
H 1.620 -0.166 0.023
H 0.705 2.810 2.554
C 0.598 2.461 3.586
H 0.616 -1.412 -4.479
H -2.328 -1.086 -0.354
H 1.580 2.462 4.067
C 0.934 -1.122 0.098
C 0.394 -3.209 -3.066
C -0.386 -0.890 -0.902
H 0.481 -1.274 1.186
Cl -0.840 -4.563 -2.600
O 1.735 -3.398 -3.010
H 2.134 0.879 -1.823
H -0.175 0.746 4.657
C -0.118 -1.746 -3.603
O -0.667 2.704 -1.467
O -0.860 0.437 -0.386
H 1.439 -2.107 -0.281
O -1.580 -1.742 -0.583
O -0.242 3.392 4.264
O -1.326 1.130 3.017
C -0.033 1.074 3.624
H -1.187 -1.861 -4.115
S 1.432 0.428 -2.957
O -1.172 0.484 -2.665
H 0.580 0.338 3.095
C -0.881 1.386 -1.519
H -1.160 3.124 4.058
H -1.193 1.271 2.063
*
```

Summary:
HOMO ... -10.19 eV
SMILES ... C[C@@]1(O)OC(=O)O[C@]1(S)CC(=O)Cl.OCCO
Frontier orbital gap ... 9.25 eV



Molecular formula: C8H13F3N3
Method: DFT, ωB97M-V with the def2-TZVPD basis set

ORCA input file:
```
! wB97M-V def2-TZVPD RIJCOSX def2/J DEFGRID3
* xyz 1 3
H 2.404 -1.251 -1.099
H -0.052 3.453 0.176
H 0.727 -2.852 -1.459
H -2.236 -0.176 -0.523
C -1.282 -0.347 -1.048
F -0.021 -1.368 2.098
F 1.508 0.145 2.207
H 1.777 1.052 -0.426
H -1.371 -0.010 -2.144
C -0.752 1.512 0.534
C 0.217 2.625 0.901
C 0.992 0.426 -0.871
H 1.033 0.433 -2.033
H 1.482 -1.421 0.373
H 1.325 2.397 0.700
C 0.249 -0.088 2.523
C -2.023 1.508 1.074
F 0.038 0.104 3.800
H -0.868 -2.411 -0.195
N 0.598 -1.870 -1.583
N -0.370 0.532 -0.365
H -1.667 -2.331 -1.746
C 1.467 -1.056 -0.689
H 0.045 2.968 1.955
N -3.072 1.487 1.574
C -0.865 -1.776 -1.178
H 0.718 -1.686 -2.559
*
```

Summary:
HOMO (spin up / spin down) ... -10.31 / -13.88 eV
Expectation value of S² ... 2.01
Energy above the lowest of the compared OMol25 structures with the same formula, charge and spin ... 0.0 kJ/mol
Frontier orbital gap (spin up / spin down) ... 6.87 / 9.46 eV



Molecular formula: C8H13I
Method: DFT, ωB97M-V with the def2-TZVPD basis set

ORCA input file:
```
! wB97M-V def2-TZVPD RIJCOSX def2/J DEFGRID3
* xyz 0 1
H -1.235 2.176 -1.007
I -0.881 0.710 2.974
H 0.185 2.975 -1.516
H 1.045 1.219 0.734
H 2.197 -0.583 1.555
C 1.762 -1.260 0.712
C -0.739 -0.536 1.198
H 1.970 -1.627 -1.348
H 0.805 0.245 -2.204
H 2.205 -2.195 0.759
C 1.695 -0.821 -0.729
C 0.180 -1.605 1.185
C -0.230 2.456 -0.704
H -2.837 0.030 0.802
C -2.015 -0.531 0.349
H -1.796 -0.158 -0.631
C 1.026 0.363 -1.136
H 0.305 -1.984 2.277
H -0.150 -2.472 0.738
C 0.690 1.292 -0.273
H -0.477 3.268 -0.003
H -2.230 -1.614 0.413
*
```

Summary:
HOMO (spin up / spin down) ... -7.37 / -7.23 eV
Energy above the lowest of the compared OMol25 structures with the same formula, charge and spin ... 329.8 kJ/mol
Frontier orbital gap (spin up / spin down) ... 7.39 / 7.46 eV



Molecular formula: C8H13IMnN8O
Method: DFT, ωB97M-V with the def2-TZVPD basis set

ORCA input file:
```
! wB97M-V def2-TZVPD RIJCOSX def2/J DEFGRID3
* xyz 2 4
H -1.223 4.098 3.516
H -2.075 0.683 1.020
N -2.584 3.005 0.668
H -4.243 4.171 1.279
H -0.373 2.546 -4.000
C 1.454 1.350 2.438
N -1.758 2.965 1.838
H -2.482 4.789 2.531
C -0.854 1.952 1.842
C -0.397 1.878 -2.076
C -4.034 3.165 0.919
H -4.348 2.427 1.653
N 0.357 2.207 2.426
H 2.345 -0.213 1.692
N 2.389 1.643 3.337
O 0.145 1.064 -1.262
C -1.535 4.260 2.485
H 0.772 1.297 -3.606
N -2.497 4.211 -3.627
H 2.204 2.252 4.118
C -2.037 2.908 -0.490
N -1.103 0.806 1.279
H -4.552 3.011 -0.023
Mn 0.223 -0.079 0.251
H 0.517 3.138 2.780
N 1.543 0.395 1.560
N 0.032 1.920 -3.316
H 3.257 1.130 3.358
C -2.074 3.559 -2.779
C -1.523 2.765 -1.711
H -0.813 4.872 1.939
I -0.009 -2.455 0.777
*
```

Summary:
HOMO (spin up / spin down) ... -14.94 / -15.84 eV
Expectation value of S² ... 3.89
Energy above the lowest of the compared OMol25 structures with the same formula, charge and spin ... 218.1 kJ/mol
Frontier orbital gap (spin up / spin down) ... 6.17 / 8.13 eV



The evaluated DFT total energy for the records listed, in turn: -60527.0938 -32687.8108 -46190.9506 -21118.1406 -16603.1028 -61878.4561 eV.